Entry 1:
Molecular formula: C5H6O
Method: DFT, the ωB97M-V functional and the def2-TZVPD basis

As for the SMILES: CC#CC(C)=O. The value obtained for the HOMO-LUMO gap is 10.595 eV. As for the energy above the lowest of the compared OMol25 structures with the same formula, charge and spin: 80.6 kcal per mole. Its maximum force is 1.8 eV/A. The LUMO energy comes out at 0.689 eV.

Atoms and positions in Å:
1 C 1.669 -1.096 0.384
2 C 0.809 0.056 0.570
3 C 0.158 1.059 0.794
4 C -1.126 1.570 0.287
5 C -1.428 0.238 -0.790
6 O -1.693 2.581 0.587
7 H 2.016 -1.178 -0.652
8 H 2.526 -0.959 1.044
9 H 1.157 -2.029 0.643
10 H -0.514 0.397 -1.347
11 H -1.410 -0.490 0.010
12 H -2.165 -0.148 -1.529



Entry 2:
Molecular formula: C5H8O2
Method: DFT, the ωB97M-V functional and the def2-TZVPD basis

As for the SMILES: OC=C=CCCO. The value obtained for the HOMO-LUMO gap is 10.218 eV. As for the energy above the lowest of the compared OMol25 structures with the same formula, charge and spin: 55.9 kcal per mole. Its maximum force is 0.5 eV/A. The LUMO energy comes out at 0.704 eV.

Atoms and positions in Å:
1 O -1.237 -1.053 2.020
2 C -1.790 -0.563 0.847
3 C -1.090 -0.647 -0.254
4 C -0.184 -0.698 -1.193
5 C 0.990 0.247 -1.282
6 C 1.091 1.219 -0.109
7 O 1.418 0.579 1.104
8 H -1.786 -1.766 2.362
9 H -2.736 -0.029 0.926
10 H -0.258 -1.486 -1.938
11 H 1.901 -0.364 -1.308
12 H 0.963 0.792 -2.235
13 H 1.906 1.923 -0.310
14 H 0.152 1.794 -0.032
15 H 0.661 0.053 1.400



Entry 3:
Molecular formula: C9H10F3O8S
Method: DFT, the ωB97M-V functional and the def2-TZVPD basis

The value obtained for the HOMO-LUMO gap is 8.823 eV. As for the charge: -1. Its maximum force is 1.3 eV/A. The LUMO energy comes out at 2.580 eV.

Atoms and positions in Å:
1 C 2.312 0.611 1.205
2 C 2.044 -0.073 -0.129
3 O 2.458 0.784 -1.218
4 C 1.503 1.065 -2.199
5 C 0.587 2.220 -1.811
6 O -0.077 1.978 -0.567
7 C -1.242 1.370 -0.638
8 C -1.928 0.792 -1.629
9 C -3.184 0.289 -1.056
10 O -4.087 -0.272 -1.572
11 O -3.204 0.593 0.303
12 C -2.014 1.179 0.637
13 O -1.701 1.439 1.738
14 H 1.402 1.063 1.607
15 H 2.675 -0.103 1.945
16 H 3.056 1.404 1.055
17 H 2.601 -1.012 -0.214
18 H 0.981 -0.312 -0.229
19 H 2.049 1.385 -3.098
20 H 0.920 0.172 -2.477
21 H 1.179 3.129 -1.670
22 H -0.156 2.408 -2.600
23 H -1.677 0.709 -2.677
24 C -0.912 -2.758 2.677
25 F -0.077 -3.457 3.471
26 F -2.047 -3.473 2.566
27 F -1.217 -1.619 3.321
28 S -0.156 -2.426 1.028
29 O 0.088 -3.752 0.511
30 O 1.024 -1.657 1.365
31 O -1.199 -1.677 0.353



Entry 4:
Molecular formula: C5H8N2S
Method: DFT, the ωB97M-V functional and the def2-TZVPD basis

As for the SMILES: C1=NC[C@@H]2S[C@@H]2CN1. The value obtained for the HOMO-LUMO gap is 9.483 eV. As for the energy above the lowest of the compared OMol25 structures with the same formula, charge and spin: 39.4 kcal per mole. Its maximum force is 2.6 eV/A. The LUMO energy comes out at 0.730 eV.

Atoms and positions in Å:
1 C 0.242 -0.865 -1.501
2 N -0.991 -0.826 -1.270
3 C -1.636 -0.386 -0.047
4 C -1.064 0.921 0.542
5 S -0.153 2.161 -0.438
6 C 0.408 1.052 0.879
7 C 1.328 -0.210 0.643
8 N 1.388 -0.707 -0.729
9 H 0.544 -1.132 -2.488
10 H -1.627 -1.191 0.693
11 H -2.709 -0.307 -0.313
12 H -1.712 1.478 1.208
13 H 0.598 1.419 1.867
14 H 2.358 0.000 1.017
15 H 0.802 -1.053 1.250
16 H 2.225 -0.356 -1.313



Entry 5:
Molecular formula: C16H24Cl5N4Pt
Method: DFT, the ωB97M-V functional and the def2-TZVPD basis

The value obtained for the HOMO-LUMO gap is 7.157 eV. As for the energy above the lowest of the compared OMol25 structures with the same formula, charge and spin: 0.0 kcal per mole. As for the charge: +1. Its maximum force is 0.6 eV/A. The LUMO energy comes out at -3.034 eV.

Atoms and positions in Å:
1 Pt -0.001 0.364 -0.592
2 C -2.198 -0.312 1.948
3 C -2.801 -0.105 0.464
4 N -2.028 0.515 -0.603
5 C -2.373 1.973 -0.527
6 C -1.355 2.798 -1.279
7 N -0.021 2.523 -0.701
8 C 1.102 3.143 -1.464
9 C 1.961 2.119 -2.186
10 C 2.837 1.288 -1.264
11 N 2.086 0.432 -0.288
12 C 2.387 0.845 1.113
13 C 1.565 0.109 2.158
14 N 0.179 0.559 2.207
15 C -0.793 -0.479 2.536
16 H -2.894 0.055 2.704
17 H -2.584 -2.882 1.773
18 H -3.216 -2.712 -0.036
19 H -3.988 -1.626 1.424
20 H -2.406 0.171 -1.483
21 H -3.385 2.134 -0.894
22 H -2.359 2.246 0.531
23 H -1.325 2.536 -2.338
24 H -1.612 3.858 -1.195
25 H -0.017 2.907 0.239
26 H 0.691 3.859 -2.177
27 H 1.717 3.714 -0.764
28 H 1.331 1.464 -2.793
29 H 2.624 2.656 -2.868
30 H 3.482 0.641 -1.856
31 H 3.488 1.955 -0.693
32 H 2.418 -0.521 -0.402
33 H 3.451 0.678 1.305
34 H 2.207 1.920 1.186
35 H 1.572 -0.957 1.912
36 H 2.079 0.209 3.121
37 H 0.079 1.352 2.827
38 H -0.351 -1.422 2.210
39 H -0.923 -0.574 3.619
40 Cl -2.740 -1.805 0.958
41 C -0.948 -2.420 0.173
42 C -0.093 -1.656 -0.625
43 C 0.792 -2.380 -1.440
44 Cl 1.788 -1.537 -2.599
45 C 0.917 -3.767 -1.401
46 Cl 2.049 -4.588 -2.394
47 C 0.103 -4.493 -0.538
48 Cl 0.255 -6.198 -0.424
49 C -0.844 -3.803 0.211
50 Cl -1.907 -4.789 1.206



Please write out number 3 again, unchanged.
Molecular formula: C9H10F3O8S
Method: DFT, the ωB97M-V functional and the def2-TZVPD basis

The value obtained for the HOMO-LUMO gap is 8.823 eV. As for the charge: -1. Its maximum force is 1.3 eV/A. The LUMO energy comes out at 2.580 eV.

Atoms and positions in Å:
1 C 2.312 0.611 1.205
2 C 2.044 -0.073 -0.129
3 O 2.458 0.784 -1.218
4 C 1.503 1.065 -2.199
5 C 0.587 2.220 -1.811
6 O -0.077 1.978 -0.567
7 C -1.242 1.370 -0.638
8 C -1.928 0.792 -1.629
9 C -3.184 0.289 -1.056
10 O -4.087 -0.272 -1.572
11 O -3.204 0.593 0.303
12 C -2.014 1.179 0.637
13 O -1.701 1.439 1.738
14 H 1.402 1.063 1.607
15 H 2.675 -0.103 1.945
16 H 3.056 1.404 1.055
17 H 2.601 -1.012 -0.214
18 H 0.981 -0.312 -0.229
19 H 2.049 1.385 -3.098
20 H 0.920 0.172 -2.477
21 H 1.179 3.129 -1.670
22 H -0.156 2.408 -2.600
23 H -1.677 0.709 -2.677
24 C -0.912 -2.758 2.677
25 F -0.077 -3.457 3.471
26 F -2.047 -3.473 2.566
27 F -1.217 -1.619 3.321
28 S -0.156 -2.426 1.028
29 O 0.088 -3.752 0.511
30 O 1.024 -1.657 1.365
31 O -1.199 -1.677 0.353



Question: What is the maximum force in the fourth record?
Answer: 2.6 eV/A



Question: Among the records above, which one has the highest maximum force?
Answer: C5H8N2S



Please write out number 3 again, unchanged.
Molecular formula: C9H10F3O8S
Method: DFT, the ωB97M-V functional and the def2-TZVPD basis

The value obtained for the HOMO-LUMO gap is 8.823 eV. As for the charge: -1. Its maximum force is 1.3 eV/A. The LUMO energy comes out at 2.580 eV.

Atoms and positions in Å:
1 C 2.312 0.611 1.205
2 C 2.044 -0.073 -0.129
3 O 2.458 0.784 -1.218
4 C 1.503 1.065 -2.199
5 C 0.587 2.220 -1.811
6 O -0.077 1.978 -0.567
7 C -1.242 1.370 -0.638
8 C -1.928 0.792 -1.629
9 C -3.184 0.289 -1.056
10 O -4.087 -0.272 -1.572
11 O -3.204 0.593 0.303
12 C -2.014 1.179 0.637
13 O -1.701 1.439 1.738
14 H 1.402 1.063 1.607
15 H 2.675 -0.103 1.945
16 H 3.056 1.404 1.055
17 H 2.601 -1.012 -0.214
18 H 0.981 -0.312 -0.229
19 H 2.049 1.385 -3.098
20 H 0.920 0.172 -2.477
21 H 1.179 3.129 -1.670
22 H -0.156 2.408 -2.600
23 H -1.677 0.709 -2.677
24 C -0.912 -2.758 2.677
25 F -0.077 -3.457 3.471
26 F -2.047 -3.473 2.566
27 F -1.217 -1.619 3.321
28 S -0.156 -2.426 1.028
29 O 0.088 -3.752 0.511
30 O 1.024 -1.657 1.365
31 O -1.199 -1.677 0.353